Arrangement a

A structure of composition C20H43MoNO6PS3Si4, computed with ωB97M-V/def2-TZVPD.

Geometry as ORCA input:
```
! RIJCOSX wB97M-V def2-TZVPD def2/J DEFGRID3
* xyz 0 2
Mo -0.6736 -0.6558 0.7176
C -6.7043 0.3696 1.2290
C -5.5671 -0.6202 1.1657
O -4.2985 0.0471 1.3647
P -3.3551 0.4137 0.1571
S -1.8602 1.5053 0.8577
S -2.6109 -1.2368 -0.7158
O -4.3563 1.1811 -0.8104
C -4.0143 1.4729 -2.1866
C -5.1196 0.9686 -3.0770
H -7.6526 -0.1687 1.1765
H -6.6561 1.0795 0.4046
H -6.6741 0.9225 2.1679
H -5.5434 -1.1643 0.2192
H -5.6308 -1.3481 1.9717
H -3.0624 1.0021 -2.4379
H -3.8892 2.5522 -2.2573
H -5.2206 -0.1140 -2.9877
H -4.8918 1.2089 -4.1173
H -6.0717 1.4319 -2.8148
C 0.6276 -3.0508 -2.4033
Si 2.0023 -1.8394 -1.9261
C 3.2121 -2.6631 -0.7546
C 2.9465 -1.5098 -3.5080
Si 1.0324 0.0685 -0.9592
Si 2.7009 1.4138 0.0075
C 3.6257 0.5693 1.3927
C 1.9256 2.9862 0.6395
C 4.0039 1.8376 -1.2646
Si 0.2026 1.2344 -2.8447
C -0.8030 0.0400 -3.8875
C 1.5510 1.8873 -3.9731
C -0.8133 2.7475 -2.4355
H 0.9347 -4.0935 -2.2685
H 0.3975 -2.9154 -3.4635
H -0.3183 -2.8870 -1.8785
H 3.2345 -3.7459 -0.9155
H 3.0039 -2.4737 0.3001
H 4.2162 -2.2789 -0.9600
H 3.4362 -2.4360 -3.8281
H 3.7184 -0.7483 -3.3721
H 2.2861 -1.1858 -4.3144
H 2.9700 0.1115 2.1310
H 4.2368 1.3167 1.9083
H 4.2885 -0.2088 1.0038
H 1.1440 2.7796 1.3783
H 1.4727 3.5508 -0.1813
H 2.6853 3.6177 1.1108
H 4.4732 0.9412 -1.6790
H 4.7862 2.4310 -0.7788
H 3.6039 2.4210 -2.0916
H -0.1302 -0.5563 -4.5123
H -1.4662 0.5989 -4.5566
H -1.4092 -0.6488 -3.2958
H 2.3074 1.1434 -4.2206
H 2.0567 2.7540 -3.5468
H 1.0742 2.2125 -4.9046
H -1.5469 2.5788 -1.6477
H -1.3284 3.0908 -3.3394
H -0.1544 3.5538 -2.0980
O 1.8048 -2.5447 2.4110
C 1.3327 -1.5960 3.0091
N 0.4719 -0.6581 2.4518
S -0.2131 0.2974 3.6561
O -1.5680 -0.1515 3.8279
O 0.0669 1.6904 3.4772
C 0.8097 -0.3102 4.9513
C 0.8918 0.1172 6.2640
C 1.8164 -0.5258 7.0750
C 2.6224 -1.5532 6.5827
C 2.5216 -1.9652 5.2608
C 1.6031 -1.3207 4.4558
H 0.2659 0.9154 6.6399
H 1.9149 -0.2222 8.1096
H 3.3355 -2.0318 7.2409
H 3.1375 -2.7584 4.8575
O -0.0582 -2.8218 0.6652
H 0.7781 -2.8711 1.1862
H 0.1316 -3.1816 -0.2111
*
```

## Properties
**M**: 729.0 Da
**⟨S²⟩**: 0.7569
**HOMO-LUMO gap (alpha / beta)**: 6.8306 / 6.7138 eV

=====

Arrangement b

A structure of composition C20H43MoNO6PS3Si4, computed with ωB97M-V/def2-TZVPD.

Geometry as ORCA input:
```
! RIJCOSX wB97M-V def2-TZVPD def2/J DEFGRID3
* xyz 0 2
Mo -0.8436 0.5256 -0.7027
C -6.4622 1.1178 1.6547
C -5.4627 1.7335 0.6954
O -4.4060 0.8051 0.4114
P -3.0381 0.7646 1.2068
S -2.1375 -0.9894 0.7991
S -1.8326 2.3335 0.7840
O -3.5729 0.8856 2.7148
C -2.7557 1.2707 3.8250
C -3.4724 2.3666 4.5950
H -7.3128 1.7831 1.7810
H -5.9956 0.9448 2.6216
H -6.8075 0.1697 1.2490
H -5.0482 2.6606 1.1016
H -5.9273 1.9383 -0.2717
H -1.7875 1.6220 3.4586
H -2.6074 0.3845 4.4450
H -3.6220 3.2297 3.9504
H -2.8868 2.6698 5.4581
H -4.4398 2.0107 4.9377
C 2.0255 3.5121 -0.0230
Si 2.8646 1.7973 -0.3156
C 3.4360 1.6642 -2.1461
C 4.4852 1.8529 0.7022
Si 1.3256 0.0750 0.3353
Si 2.2315 -2.0447 -0.2992
C 2.6204 -2.2636 -2.1626
C 1.0403 -3.4361 0.2288
C 3.9058 -2.3587 0.5854
Si 1.2962 0.1783 2.7395
C 0.9490 1.9699 3.3493
C 2.9667 -0.2482 3.5789
C 0.0359 -1.0042 3.5665
H 2.2991 4.2630 -0.7599
H 2.3260 3.8987 0.9452
H 0.9377 3.4389 0.0085
H 3.5963 2.6295 -2.6190
H 2.7265 1.1144 -2.7571
H 4.3771 1.1250 -2.1978
H 5.1676 2.6099 0.3265
H 5.0014 0.8995 0.6622
H 4.2911 2.0778 1.7449
H 1.8091 -1.8816 -2.7730
H 2.7546 -3.3100 -2.4286
H 3.5226 -1.7315 -2.4490
H 0.0603 -3.2893 -0.2189
H 0.9057 -3.4459 1.3063
H 1.3915 -4.4215 -0.0657
H 4.6402 -1.5990 0.3405
H 4.3283 -3.3208 0.3109
H 3.7810 -2.3549 1.6613
H 1.8690 2.5454 3.3604
H 0.5480 1.9878 4.3603
H 0.2545 2.4970 2.7003
H 3.7760 0.3283 3.1469
H 3.2189 -1.2968 3.4704
H 2.9432 -0.0313 4.6436
H -0.9166 -0.9932 3.0476
H -0.1539 -0.7709 4.6109
H 0.4025 -2.0241 3.5244
O 0.8687 0.4012 -3.7672
C 0.0532 -0.5132 -3.5134
N -0.5269 -0.6553 -2.3094
S -1.8304 -1.6720 -2.3888
O -3.0025 -0.8450 -2.2900
O -1.7033 -2.7450 -1.4502
C -1.4924 -2.2453 -4.0415
C -2.0478 -3.2518 -4.7889
C -1.5059 -3.5011 -6.0472
C -0.4176 -2.7694 -6.5094
C 0.1551 -1.7741 -5.7377
C -0.3995 -1.5075 -4.4881
H -2.8645 -3.8356 -4.3947
H -1.9304 -4.2775 -6.6636
H -0.0030 -2.9980 -7.4801
H 1.0187 -1.2180 -6.0694
O -0.0387 2.1677 -2.1470
H 0.4013 1.6138 -2.8626
H 0.6441 2.7608 -1.8071
*
```

## Properties
**M**: 729.0 Da
**⟨S²⟩**: 0.7567
**HOMO-LUMO gap (alpha / beta)**: 6.6416 / 6.5262 eV

=====

Most stable to least stable, the ends of the list are arrangement a and arrangement b.

=====

Arrangement a

A cluster of 2 separate species, CHCl2NO in total, computed with ωB97M-V/def2-TZVPD.

Geometry as ORCA input:
```
! RIJCOSX wB97M-V def2-TZVPD def2/J DEFGRID3
* xyz 0 1
C -1.1079 -0.5153 -0.1060
N 1.8350 0.1768 0.5704
O -1.6151 -1.4816 -0.4937
Cl -1.6983 1.0420 -0.1539
Cl 2.7437 1.2668 -0.1088
H -0.1575 -0.4887 0.2920
*
```

## Properties
**M**: 113.9 Da
**HOMO-LUMO gap (alpha / beta)**: 8.6031 / 8.6200 eV

=====

Arrangement b

A cluster of 2 separate species, CHCl2NO in total, computed with ωB97M-V/def2-TZVPD.

Geometry as ORCA input:
```
! RIJCOSX wB97M-V def2-TZVPD def2/J DEFGRID3
* xyz 0 1
C 0.5156 3.2323 -2.2673
N -0.4095 2.5120 -2.1764
O -1.2994 1.6743 -2.1428
Cl 1.7093 4.3188 -2.0391
Cl -1.2152 -0.2571 0.8237
H -1.6916 0.4828 1.7660
*
```

## Properties
**M**: 113.9 Da
**SMILES string**: [O-][N+]#CCl.Cl
**HOMO-LUMO gap**: 10.0503 eV

=====

Most stable to least stable, the ends of the list are arrangement b and arrangement a.

=====

Arrangement a

A cluster of 2 separate species, CHCl2NO in total, computed with ωB97M-V/def2-TZVPD.

Geometry as ORCA input:
```
! RIJCOSX wB97M-V def2-TZVPD def2/J DEFGRID3
* xyz 0 1
C 0.9981 0.1570 -0.3220
N 0.4663 0.9162 -1.1800
O 1.1775 1.3731 0.1401
Cl 1.2526 -1.3065 0.4334
Cl -2.1288 -0.2131 0.9404
H -1.7657 -0.9267 -0.0119
*
```

## Properties
**M**: 113.9 Da
**SMILES string**: ClC1=NO1.Cl
**HOMO-LUMO gap (alpha / beta)**: 10.1784 / 10.1791 eV

=====

Arrangement b

The molecule CHCl2NO, computed with ωB97M-V/def2-TZVPD.

Geometry as ORCA input:
```
! RIJCOSX wB97M-V def2-TZVPD def2/J DEFGRID3
* xyz 0 1
C -0.1915 -0.1996 -0.7131
N -1.0571 0.8464 -1.2691
O -1.5477 -0.4390 -0.9344
Cl 0.8948 -1.0023 -1.8303
Cl -1.4139 2.1818 -0.0900
H 0.3080 -0.1436 0.1647
*
```

## Properties
**M**: 113.9 Da
**SMILES string**: Cl[C@@H]1ON1Cl
**HOMO-LUMO gap**: 10.8347 eV

=====

Most stable to least stable, the ends of the list are arrangement b and arrangement a.

=====

Arrangement a

A cluster of 2 separate species, CH4NOPS in total, computed with ωB97M-V/def2-TZVPD.

Geometry as ORCA input:
```
! RIJCOSX wB97M-V def2-TZVPD def2/J DEFGRID3
* xyz 0 1
C -1.0180 -1.0210 -0.0166
N 1.2081 0.8974 0.4908
O 0.0545 -1.5940 0.1175
P -0.0464 1.8556 -0.1367
S 2.0855 -0.3468 -0.2439
H -1.4890 -1.1592 -0.9068
H -1.7788 -0.7877 0.7766
H 1.1791 0.8332 1.4969
H -0.1951 1.3225 -1.5776
*
```

## Properties
**M**: 109.1 Da
**SMILES string**: [H]/P=[NH+]\[S-].C=O
**HOMO-LUMO gap (alpha / beta)**: 7.3607 / 7.1721 eV

=====

Arrangement b

The molecule CH4NOPS, computed with ωB97M-V/def2-TZVPD.

Geometry as ORCA input:
```
! RIJCOSX wB97M-V def2-TZVPD def2/J DEFGRID3
* xyz 0 1
C -0.4744 -0.0021 -0.3007
N 0.3742 -0.7821 0.4080
O -0.9407 -0.3095 -1.3881
P -0.7008 1.7500 0.4140
S 0.9605 -2.3384 -0.0937
H 1.0114 -0.4198 1.1493
H -0.5423 2.4471 -0.7379
H -1.9484 1.8096 0.3033
H 2.2605 -2.1549 0.2458
*
```

## Properties
**M**: 109.1 Da
**SMILES string**: O=C(P)NS
**HOMO-LUMO gap**: 9.6762 eV

=====

Arrangement c

The molecule CH4NOPS, computed with ωB97M-V/def2-TZVPD.

Geometry as ORCA input:
```
! RIJCOSX wB97M-V def2-TZVPD def2/J DEFGRID3
* xyz 0 1
C 0.0419 0.2351 -0.1101
N -0.8005 -0.6124 0.4866
O -0.2013 1.2998 -0.5826
P 1.8513 -0.2820 0.1514
S -2.5279 -0.3455 0.5194
H -0.5838 -1.3487 1.1273
H 2.1107 -0.4554 -1.2257
H 2.3505 1.0266 0.1593
H -2.2408 0.4826 -0.5255
*
```

## Properties
**M**: 109.1 Da
**SMILES string**: O=C(P)NS
**HOMO-LUMO gap**: 9.5076 eV

=====

Most stable to least stable, the ends of the list are arrangement c and arrangement a.

=====

Arrangement a

A cluster of 5 separate species, C2H14O4S in total, computed with ωB97M-V/def2-TZVPD.

Geometry as ORCA input:
```
! RIJCOSX wB97M-V def2-TZVPD def2/J DEFGRID3
* xyz -1 2
C -0.1865 -0.6109 2.1785
S -0.1071 1.0015 3.0686
C 1.7038 1.2888 3.2149
H -0.2794 -0.4985 1.0938
H -1.0376 -1.0898 2.7032
H 0.7204 -1.1716 2.3289
H 2.2472 0.6767 2.4521
H 1.7251 2.3528 3.0670
H 2.1366 0.8299 4.2012
H 1.2987 1.8470 -2.9990
H 0.0136 2.4934 -2.1089
O 0.3423 1.9925 -2.9261
H -1.4158 0.0480 -3.2596
H -2.4905 -0.9128 -3.5637
O -1.5351 -0.9106 -3.5544
H -0.1367 2.2544 0.2776
H -1.4693 1.6581 -0.3141
O -0.7102 2.2538 -0.5026
H -0.0447 -3.9534 -1.2685
H -0.4330 -4.7014 -2.5325
O -0.3419 -4.8479 -1.5563
*
```

## Properties
**M**: 134.2 Da
**⟨S²⟩**: 0.7505
**HOMO-LUMO gap (alpha / beta)**: 2.4466 / 8.7430 eV

=====

Arrangement b

A cluster of 5 separate species, C2H14O4S in total, computed with ωB97M-V/def2-TZVPD.

Geometry as ORCA input:
```
! RIJCOSX wB97M-V def2-TZVPD def2/J DEFGRID3
* xyz -1 2
C 0.2659 -2.8704 -1.2084
C 0.4037 -1.5553 -1.7430
S 1.8185 -0.5744 -0.9578
H -0.1100 -3.4888 -2.0365
H 1.1658 -3.3611 -0.7318
H -0.5345 -2.7535 -0.4413
H -0.2973 -0.8071 -1.6213
H 0.6554 -1.5060 -2.8554
H 2.6126 -0.2069 -1.8980
H -3.4864 1.0812 -0.9570
H -3.0818 0.6035 0.5381
O -2.9486 1.3180 -0.1729
H 1.5996 1.5234 3.0321
H 0.4438 1.8923 2.1119
O 0.8074 1.1705 2.5847
H -1.4452 -0.2394 2.4346
H -0.3062 -0.2557 1.4315
O -1.2389 -0.4938 1.5186
H -1.1184 2.6190 -0.1631
H 0.0631 3.5040 -0.0389
O -0.2791 2.6477 0.3482
*
```

## Properties
**M**: 134.2 Da
**⟨S²⟩**: 0.7503
**HOMO-LUMO gap (alpha / beta)**: 2.2217 / 8.9942 eV

=====

Most stable to least stable, the ends of the list are arrangement a and arrangement b.